[1]
This record from OMol25 describes an isolated molecule of C2H5N3O. The level of theory is ωB97M-V/def2-TZVPD.

Last column: Löwdin charge in e.
Positions of all 11 atoms, in Å:
N (-2.1497, -0.0250, 0.3325)  0.14
C (-1.0333, -0.5744, -0.2625)  -0.61
O (-1.0393, -1.6059, -0.8865)  0.07
N (0.1335, 0.1745, 0.0083)  0.02
C (1.2993, -0.2672, -0.5181)  -0.16
N (2.3650, 0.3050, 0.0460)  0.03
H (-3.0094, -0.4453, 0.0117)  0.10
H (-2.1812, 0.9777, 0.4450)  0.09
H (0.0964, 0.7773, 0.8349)  0.13
H (3.1515, -0.3149, -0.0351)  0.08
H (2.3388, 0.9301, 0.8571)  0.09

For the highest occupied orbital energy, the calculation gives -8.633 eV. The calculation puts the energy relative to the best compared isomer or geometry (same formula, charge and spin) at 144.2 kJ/mol. The net charge is 0. For the HOMO-LUMO gap, the calculation gives 9.402 eV.


[2]
This record from OMol25 describes an isolated molecule of C3H4N4O in a non-equilibrium geometry. The level of theory is ωB97M-V/def2-TZVPD.

Last column: Löwdin charge in e.
Positions of all 12 atoms, in Å:
H (-2.9514, 1.2153, 1.6001)  0.09
N (-2.1686, 1.3270, 0.8523)  0.10
C (-1.5824, 0.2194, 0.9841)  -0.29
N (-0.4420, -0.1262, 0.2850)  -0.07
C (0.2893, -1.2966, 0.4095)  -0.16
N (1.3062, -1.5578, -0.2963)  0.05
N (1.8157, -0.4228, -1.1025)  0.06
C (1.1809, 0.6653, -1.0198)  -0.23
O (0.0629, 1.0047, -0.3614)  0.04
H (-1.8801, -0.7475, 1.5295)  0.15
H (-0.1357, -2.0691, 0.9855)  0.11
H (1.5574, 1.4926, -1.6367)  0.14

For the highest occupied orbital energy, the calculation gives -8.913 eV. The calculation puts the energy relative to the best compared isomer or geometry (same formula, charge and spin) at 450.9 kJ/mol. The net charge is 0. For the HOMO-LUMO gap, the calculation gives 9.417 eV.


[3]
This record from OMol25 describes an isolated molecule of C23H15N3O3S in a non-equilibrium geometry. The level of theory is ωB97M-V/def2-TZVPD.

Last column: Löwdin charge in e.
Positions of all 45 atoms, in Å:
N (4.6834, -4.2669, 4.2897)  0.16
C (3.9161, -3.5246, 3.8721)  -0.19
C (2.9796, -2.5903, 3.3704)  -0.23
C (3.1184, -1.2400, 3.6926)  -0.03
C (2.1992, -0.3307, 3.2020)  -0.07
C (1.1538, -0.7578, 2.4054)  -0.01
C (1.0168, -2.1079, 2.0795)  -0.19
N (-0.0589, -2.4593, 1.2576)  0.15
C (-0.2790, -3.6263, 0.6091)  -0.42
O (0.3647, -4.6424, 0.7247)  0.09
C (-1.4908, -3.5453, -0.3448)  -0.04
O (-1.2549, -2.6529, -1.4325)  0.04
C (-1.4849, -1.3566, -1.2315)  -0.45
O (-1.8882, -0.9129, -0.1675)  -0.03
C (-1.1690, -0.4997, -2.3720)  -0.14
C (-0.8291, -1.0355, -3.6140)  0.00
C (-0.4838, -0.2068, -4.6591)  -0.07
C (-0.4555, 1.1680, -4.4592)  -0.06
C (-0.7859, 1.7138, -3.2356)  -0.07
C (-1.1653, 0.8934, -2.1763)  -0.39
S (-1.6004, 1.5045, -0.5889)  1.12
C (-1.3612, 3.2745, -0.7823)  -0.45
C (-2.2231, 4.0461, -1.5450)  -0.10
C (-2.0538, 5.4190, -1.6068)  -0.06
C (-1.0339, 6.0321, -0.8929)  -0.06
C (-0.1813, 5.2766, -0.1113)  -0.02
C (-0.3423, 3.8918, -0.0513)  -0.24
C (0.5234, 3.1119, 0.7512)  -0.20
N (1.2306, 2.4909, 1.4053)  0.20
C (1.9328, -3.0327, 2.5633)  0.05
H (3.9391, -0.9197, 4.3166)  0.12
H (2.2949, 0.7194, 3.4282)  0.10
H (0.4454, -0.0387, 2.0202)  0.09
H (-0.7095, -1.6977, 1.0748)  0.11
H (-2.3809, -3.2292, 0.2111)  0.14
H (-1.6452, -4.5269, -0.7945)  0.14
H (-0.8419, -2.1071, -3.7338)  0.12
H (-0.2269, -0.6208, -5.6213)  0.11
H (-0.1686, 1.8244, -5.2670)  0.11
H (-0.7428, 2.7837, -3.1043)  0.10
H (-3.0243, 3.5656, -2.0864)  0.12
H (-2.7259, 6.0136, -2.2068)  0.11
H (-0.9095, 7.1031, -0.9413)  0.11
H (0.6098, 5.7429, 0.4569)  0.12
H (1.8404, -4.0772, 2.3141)  0.11

For the highest occupied orbital energy, the calculation gives -8.758 eV. The net charge is 0. For the HOMO-LUMO gap, the calculation gives 8.478 eV.


[4]
This record from OMol25 describes an isolated molecule of C4H8O. The level of theory is ωB97M-V/def2-TZVPD.

Last column: Löwdin charge in e.
Positions of all 13 atoms, in Å:
C (1.8226, 0.1702, 0.4604)  -0.06
O (1.3380, 0.6199, -0.6700)  -0.09
C (0.0997, 0.9024, -0.9439)  -0.17
C (-0.8904, -1.0394, 0.1839)  -0.11
C (-0.9928, 0.4837, -0.0240)  -0.24
H (1.2433, 0.2421, 1.3698)  0.07
H (2.8718, -0.0712, 0.4388)  0.06
H (0.1697, -1.3321, 0.2651)  0.05
H (-0.0449, 1.1972, -1.9746)  0.11
H (-1.3329, -1.5640, -0.6661)  0.08
H (-1.3685, -1.3761, 1.1066)  0.07
H (-1.9512, 0.7455, -0.4841)  0.11
H (-0.9644, 1.0219, 0.9381)  0.11

For the highest occupied orbital energy (alpha / beta), the calculation gives -7.247 / -7.053 eV. The calculation puts the energy relative to the best compared isomer or geometry (same formula, charge and spin) at 341.7 kJ/mol. The net charge is 0. For the HOMO-LUMO gap (alpha / beta), the calculation gives 8.202 / 7.981 eV.